Entry 1:
DFT (the ωB97M-V functional and the def2-TZVPD basis) results for one molecule with the formula C4H4F2O in a non-equilibrium geometry.

ORCA input file:
```
! RIJCOSX wB97M-V def2-TZVPD def2/J DEFGRID3
* xyz 0 1
C -1.2361 0.1960 0.1849
C 0.2085 0.4104 -0.2541
C -2.5541 -0.0059 -0.2410
C 2.3810 -0.2007 0.0135
O 0.9904 -0.4466 0.3021
F -3.6241 0.4103 0.3901
F -2.9727 -0.6473 -1.2967
H -1.2478 0.7527 1.0751
H 2.9313 -0.5425 0.7832
H 2.5008 0.8110 -0.1091
H 2.6227 -0.7374 -0.8480
*
```

The energy above the lowest of the compared OMol25 structures with the same formula, charge and spin is 95.7 kcal/mol. The calculation puts the HOMO-LUMO gap at 9.0 eV. For the HOMO energy, the calculation gives -0.3082 Eh.

Just the Mulliken charges please, in e? Sure, here they are:
1. C -0.133
2. C -0.229
3. C 0.341
4. C -0.675
5. O -0.111
6. F -0.214
7. F -0.217
8. H 0.268
9. H 0.286
10. H 0.397
11. H 0.288

Entry 2:
DFT (the ωB97M-V functional and the def2-TZVPD basis) results for C4H4FNO2 as an isolated structure in a non-equilibrium geometry.

ORCA input file:
```
! RIJCOSX wB97M-V def2-TZVPD def2/J DEFGRID3
* xyz 0 1
C 0.2477 0.4662 0.2928
C 0.1222 -0.8138 1.0645
C -0.9805 -0.1956 -0.3641
C 1.3781 0.4507 -0.6457
H -0.2078 -0.6592 2.0692
H 1.2350 -1.2583 1.2453
H -1.1622 -2.4287 0.1830
H 1.4300 1.4900 -1.4948
N -0.8644 -1.2976 0.2637
O -1.8066 0.2387 -1.1315
O 2.0786 -0.5714 -0.5877
F -0.2251 1.6840 0.8689
*
```

The energy above the lowest of the compared OMol25 structures with the same formula, charge and spin is 66.2 kcal/mol. The calculation puts the HOMO-LUMO gap at 10.0 eV. For the HOMO energy, the calculation gives -0.3742 Eh.

Just the Mulliken charges please, in e? Sure, here they are:
1. C 1.007
2. C -0.652
3. C 0.113
4. C -0.045
5. H 0.286
6. H 0.260
7. H 0.353
8. H 0.257
9. N -0.164
10. O -0.621
11. O -0.471
12. F -0.323

Entry 3:
DFT (the ωB97M-V functional and the def2-TZVPD basis) results for a 2-piece molecular cluster, C4H4FNO2 overall in a non-equilibrium geometry.

ORCA input file:
```
! RIJCOSX wB97M-V def2-TZVPD def2/J DEFGRID3
* xyz 0 1
C 2.2480 -0.7983 0.0040
C -0.9626 -0.3491 -0.6940
C -1.1835 0.1368 0.7257
C 0.8234 0.6827 0.0001
N 3.0524 -1.5749 0.0161
O 0.0659 0.4771 -1.0588
O 0.0905 0.5203 1.1642
F 1.5379 1.7882 -0.0601
H -0.5745 -1.3226 -0.8582
H -1.8455 -0.0426 -1.3801
H -1.8270 1.1794 0.7339
H -1.4251 -0.6970 1.4071
*
```

The energy above the lowest of the compared OMol25 structures with the same formula, charge and spin is 58.3 kcal/mol. The calculation puts the HOMO-LUMO gap at 11.7 eV. For the HOMO energy, the calculation gives -0.4153 Eh.

Just the Mulliken charges please, in e? Sure, here they are:
1. C 0.008
2. C -0.392
3. C -0.269
4. C 0.680
5. N -0.347
6. O -0.290
7. O -0.303
8. F -0.212
9. H 0.372
10. H 0.226
11. H 0.247
12. H 0.280

Entry 4:
DFT (the ωB97M-V functional and the def2-TZVPD basis) results for C4H4FeO2 as an isolated structure in a non-equilibrium geometry.

ORCA input file:
```
! RIJCOSX wB97M-V def2-TZVPD def2/J DEFGRID3
* xyz 3 6
H -2.7389 -1.0081 0.2571
O 2.3126 0.6325 -0.0660
C 1.6668 -0.6088 0.0203
C 0.2259 -0.4400 -0.1086
C -0.9733 -0.4025 -0.3614
H 3.2586 0.5004 0.0488
H 1.8497 -1.1158 0.9851
H 1.9862 -1.3077 -0.7746
C -2.1490 -0.0280 0.3136
O -2.7680 1.0332 0.1677
Fe -2.6705 2.7447 -0.4820
*
```

The energy above the lowest of the compared OMol25 structures with the same formula, charge and spin is 85.9 kcal/mol. The calculation puts the HOMO-LUMO gap (alpha / beta) at 7.4 / 4.1 eV. As for the expectation value of S²: 8.763. For the HOMO energy (alpha / beta), the calculation gives -0.8598 / -0.8550 Eh.

Just the Mulliken charges please, in e? Sure, here they are:
1. H 0.384
2. O -0.388
3. C -0.262
4. C 0.560
5. C -0.185
6. H 0.376
7. H 0.381
8. H 0.397
9. C 0.571
10. O -0.553
11. Fe 1.719

Entry 5:
DFT (the ωB97M-V functional and the def2-TZVPD basis) results for C4H4HgLiO5 as an isolated structure in a non-equilibrium geometry.

ORCA input file:
```
! RIJCOSX wB97M-V def2-TZVPD def2/J DEFGRID3
* xyz 0 2
O 3.4562 -1.0735 -0.1295
C 2.5423 -0.2295 0.0651
O 2.7075 0.7992 0.7699
Hg 5.3063 0.2007 1.1046
O 1.3548 -0.4986 -0.4850
C 0.3441 0.5147 -0.4629
C -0.8664 0.0434 -1.2559
H 0.7504 1.4379 -0.9036
H 0.0615 0.7194 0.5812
H -1.4141 0.9797 -1.5153
H -0.4807 -0.3531 -2.2237
O -5.0692 0.2381 2.5186
O -1.6664 -0.8552 -0.6059
C -4.3811 -0.4171 1.9138
Li -2.6452 -1.5062 0.6285
*
```

The energy above the lowest of the compared OMol25 structures with the same formula, charge and spin is 28.8 kcal/mol. The calculation puts the HOMO-LUMO gap (alpha / beta) at 7.6 / 4.8 eV. As for the expectation value of S²: 0.758. For the HOMO energy (alpha / beta), the calculation gives -0.2908 / -0.2908 Eh.

Just the Mulliken charges please, in e? Sure, here they are:
1. O -0.719
2. C 0.876
3. O -0.711
4. Hg 0.575
5. O -0.211
6. C -0.324
7. C -0.524
8. H 0.320
9. H 0.245
10. H 0.259
11. H 0.235
12. O -0.016
13. O -0.863
14. C -0.054
15. Li 0.912

Entry 6:
DFT (the ωB97M-V functional and the def2-TZVPD basis) results for C4H4HgO2 as an isolated structure in a non-equilibrium geometry.

ORCA input file:
```
! RIJCOSX wB97M-V def2-TZVPD def2/J DEFGRID3
* xyz 2 1
H 0.8917 0.7431 1.6188
O 2.3108 1.1115 -1.2178
C 1.0617 0.6948 -0.9013
C 0.5028 0.9865 0.2647
C -0.4351 0.5219 1.1693
H 2.4312 1.1175 -2.1722
H 0.5111 0.1467 -1.6714
H -1.0939 1.2176 1.6999
C -1.4668 -1.0194 0.8804
O -1.8974 -2.0819 0.6855
Hg -2.8161 -3.4383 -0.3558
*
```

The energy above the lowest of the compared OMol25 structures with the same formula, charge and spin is 52.7 kcal/mol. The calculation puts the HOMO-LUMO gap (alpha / beta) at 6.0 / 7.6 eV. For the HOMO energy (alpha / beta), the calculation gives -0.6402 / -0.6738 Eh.

Just the Mulliken charges please, in e? Sure, here they are:
1. H 0.368
2. O -0.330
3. C -0.095
4. C 0.064
5. C -0.272
6. H 0.400
7. H 0.296
8. H 0.429
9. C 0.580
10. O -0.297
11. Hg 0.857

Entry 7:
DFT (the ωB97M-V functional and the def2-TZVPD basis) results for C4H4HgO5 as an isolated structure in a non-equilibrium geometry.

ORCA input file:
```
! RIJCOSX wB97M-V def2-TZVPD def2/J DEFGRID3
* xyz 1 2
O 0.9678 0.1328 0.0599
C 2.3008 0.5337 -0.1822
O 2.2726 1.7926 -0.3778
O 3.1885 -0.2800 -0.2205
C 0.5850 -1.2531 0.0409
C -0.8377 -1.3550 0.4311
H 1.2568 -1.7702 0.7470
H 0.7636 -1.6646 -0.9617
H -1.5443 -1.8212 -0.2541
H -1.1226 -1.1861 1.4709
O -3.8082 1.3327 -0.4632
O -1.6252 1.8432 0.0880
C -2.7386 1.6924 -0.2645
Hg 0.3417 2.0028 -0.1139
*
```

The energy above the lowest of the compared OMol25 structures with the same formula, charge and spin is 44.5 kcal/mol. The calculation puts the HOMO-LUMO gap (alpha / beta) at 7.8 / 9.1 eV. As for the expectation value of S²: 0.753. For the HOMO energy (alpha / beta), the calculation gives -0.4914 / -0.5416 Eh.

Just the Mulliken charges please, in e? Sure, here they are:
1. O -0.451
2. C 0.747
3. O -0.520
4. O -0.456
5. C -0.001
6. C -1.090
7. H 0.313
8. H 0.306
9. H 0.357
10. H 0.381
11. O -0.165
12. O -0.437
13. C 0.718
14. Hg 1.298

Entry 8:
DFT (the ωB97M-V functional and the def2-TZVPD basis) results for one molecule with the formula C4H4IN in a non-equilibrium geometry.

ORCA input file:
```
! RIJCOSX wB97M-V def2-TZVPD def2/J DEFGRID3
* xyz 0 1
C -0.2957 -0.0917 0.3414
C -0.8641 0.1393 1.7270
C 1.0204 0.2165 -0.2454
C 0.4468 -1.1305 -0.6765
N -1.3263 0.9743 0.8285
I -3.0295 2.0328 0.4770
H 1.2961 0.9888 -0.8397
H 1.9482 0.1126 0.2609
H 0.0455 -1.2723 -1.6201
H 0.7586 -1.9698 -0.2530
*
```

The energy above the lowest of the compared OMol25 structures with the same formula, charge and spin is 143.8 kcal/mol. The calculation puts the HOMO-LUMO gap at 7.8 eV. For the HOMO energy, the calculation gives -0.3219 Eh.

Just the Mulliken charges please, in e? Sure, here they are:
1. C 0.605
2. C -0.541
3. C -0.699
4. C -0.535
5. N -0.209
6. I 0.217
7. H 0.338
8. H 0.259
9. H 0.254
10. H 0.311

Entry 9:
DFT (the ωB97M-V functional and the def2-TZVPD basis) results for one molecule with the formula C4H4IN in a non-equilibrium geometry.

ORCA input file:
```
! RIJCOSX wB97M-V def2-TZVPD def2/J DEFGRID3
* xyz 0 1
C 0.0020 -0.6908 0.2698
C 1.0068 0.3112 0.6299
I 2.7234 -0.3137 1.6519
C 0.9830 1.8643 0.2441
C 1.9317 2.7877 0.6059
N 2.6642 3.6402 0.8579
H 0.4460 -1.4208 -0.4148
H -0.3014 -1.2405 1.1651
H -0.8721 -0.2467 -0.1990
H 0.1048 2.1866 -0.2914
*
```

The energy above the lowest of the compared OMol25 structures with the same formula, charge and spin is 42.1 kcal/mol. As for the SMILES: C/C(I)=C/C#N. The calculation puts the HOMO-LUMO gap (alpha / beta) at 8.3 / 8.3 eV. For the HOMO energy (alpha / beta), the calculation gives -0.3290 / -0.3290 Eh.

Just the Mulliken charges please, in e? Sure, here they are:
1. C -1.121
2. C 0.229
3. I 0.144
4. C -0.296
5. C 0.125
6. N -0.368
7. H 0.324
8. H 0.348
9. H 0.321
10. H 0.294

Entry 10:
DFT (the ωB97M-V functional and the def2-TZVPD basis) results for one molecule with the formula C4H4IN in a non-equilibrium geometry.

ORCA input file:
```
! RIJCOSX wB97M-V def2-TZVPD def2/J DEFGRID3
* xyz 0 1
I 3.4035 -0.2561 0.0156
C 1.3759 0.0915 -0.0187
C 0.1497 -1.0974 -0.0430
C -1.0290 -0.2472 0.0031
C -0.5055 1.1586 -0.0075
N 0.7800 1.2778 -0.0068
H 0.2982 -2.1459 -0.1066
H -1.5742 -0.3812 0.9460
H -1.7622 -0.4259 -0.7859
H -1.1363 2.0258 0.0037
*
```

The energy above the lowest of the compared OMol25 structures with the same formula, charge and spin is 60.8 kcal/mol. As for the SMILES: IC1=CCC=N1. The calculation puts the HOMO-LUMO gap (alpha / beta) at 7.8 / 7.9 eV. For the HOMO energy (alpha / beta), the calculation gives -0.2894 / -0.2986 Eh.

Just the Mulliken charges please, in e? Sure, here they are:
1. I 0.120
2. C -0.163
3. C -0.401
4. C -0.333
5. C -0.163
6. N -0.483
7. H 0.424
8. H 0.246
9. H 0.319
10. H 0.434